# 1
This record from OMol25 describes a molecular structure, C43H54GeN3O7PPdS at a distorted geometry. The level of theory is ωB97M-V/def2-TZVPD.

The geometry in XYZ format:
```
111
Properties=species:S:1:pos:R:3:lowdin_spin:R:1
Pd 1.18 1.83 -1.42 1.29
C -0.05 5.87 -1.87 0.00
C 1.12 5.02 -1.34 0.01
C 2.13 4.63 -2.44 0.01
C 1.85 5.97 -0.37 0.03
O 0.56 3.74 -0.70 0.23
Ge 1.30 3.24 1.11 0.37
O 2.10 1.63 0.44 0.22
C 3.32 1.07 1.01 0.01
C 3.19 -0.43 1.09 0.00
C 4.50 1.54 0.13 0.00
C 3.54 1.64 2.44 0.03
O -0.22 2.61 1.77 0.18
C -1.57 3.04 2.07 0.01
C -2.08 4.13 1.16 0.00
C -1.52 3.46 3.57 0.00
C -2.35 1.68 1.89 0.02
H 0.29 6.57 -2.64 0.00
H -0.53 6.39 -1.03 0.00
H -0.80 5.19 -2.40 0.00
H 2.16 5.40 -3.23 0.00
H 1.82 3.66 -2.91 0.01
H 3.15 4.63 -2.04 0.00
H 2.12 6.92 -0.87 0.00
H 2.86 5.61 -0.01 0.01
H 1.18 6.25 0.48 0.00
H 3.01 -0.86 0.10 0.00
H 2.34 -0.65 1.73 0.00
H 4.05 -0.85 1.62 0.00
H 4.28 1.14 -0.90 0.00
H 5.46 1.08 0.39 0.00
H 4.58 2.62 0.03 0.00
H 2.70 1.44 3.12 0.00
H 3.70 2.70 2.37 0.02
H 4.41 1.23 2.95 0.00
H -1.58 5.04 1.50 0.00
H -3.20 4.17 1.25 0.00
H -1.80 3.94 0.12 0.00
H -0.99 4.37 3.72 0.00
H -1.01 2.65 4.16 0.00
H -2.53 3.51 3.98 0.00
H -2.40 1.47 0.85 0.00
H -3.39 1.72 2.30 0.00
H -1.83 0.86 2.36 0.00
O 2.98 -1.78 -2.98 0.02
S 2.34 -0.47 -3.06 0.01
O 3.11 0.68 -3.51 0.01
O 1.57 -0.19 -1.74 0.14
C 1.00 -0.59 -4.28 0.00
C 1.18 -1.51 -5.33 0.00
C 0.35 -1.39 -6.41 0.00
C -0.65 -0.43 -6.43 0.00
C -0.90 0.38 -5.32 0.01
C -0.06 0.34 -4.22 0.02
P -0.51 1.19 -2.75 0.17
C -1.80 0.06 -2.12 0.02
C -3.15 0.28 -2.43 0.01
C -4.16 -0.60 -1.99 0.00
C -3.81 -1.84 -1.49 0.01
C -2.47 -2.11 -1.29 0.00
C -1.49 -1.19 -1.60 0.01
C -1.51 2.60 -3.22 0.03
C -2.42 3.17 -2.29 0.02
C -3.38 4.13 -2.66 0.00
C -3.33 4.64 -4.00 0.03
C -2.35 4.18 -4.90 0.00
C -1.43 3.20 -4.49 0.02
H 1.97 -2.23 -5.21 0.00
H 0.43 -2.03 -7.29 0.00
H -1.44 -0.43 -7.18 0.00
H -1.75 1.04 -5.40 0.00
H -3.47 1.17 -3.02 0.00
H -5.20 -0.23 -2.09 0.00
H -4.58 -2.57 -1.19 0.00
H -2.12 -3.06 -0.90 0.00
H -0.47 -1.40 -1.32 0.00
H -2.47 2.75 -1.25 0.00
H -4.11 4.53 -1.95 0.00
H -4.02 5.43 -4.33 0.00
H -2.26 4.66 -5.90 0.00
H -0.54 2.96 -5.10 0.00
C 2.89 -5.56 6.40 0.06
C 1.58 -5.63 5.66 0.25
C 1.42 -6.59 4.70 0.08
C 0.21 -6.69 4.01 0.07
C -0.90 -5.91 4.43 0.26
N -2.18 -5.95 3.78 0.06
C -2.71 -4.76 3.25 0.02
O -3.74 -4.28 3.70 0.07
N -1.91 -4.17 2.22 0.26
C -0.68 -4.65 1.69 0.18
C -0.55 -5.94 1.15 0.05
C 0.60 -6.23 0.44 0.04
C 1.58 -5.24 0.38 0.19
N 1.53 -4.07 1.03 0.04
C 0.44 -3.81 1.72 0.14
C -0.71 -4.88 5.37 0.02
C 0.56 -4.74 5.96 0.15
H 3.74 -5.49 5.70 0.02
H 3.01 -6.52 6.92 0.03
H 2.99 -4.79 7.19 0.00
H 2.27 -7.27 4.43 0.00
H 0.08 -7.43 3.19 0.00
H -2.89 -6.43 4.29 0.01
H -2.13 -3.19 2.04 0.01
H -1.35 -6.61 1.32 0.00
H 0.68 -7.13 -0.17 0.00
H 2.52 -5.43 -0.13 0.01
H 0.44 -2.81 2.22 0.00
H -1.54 -4.21 5.64 0.00
H 0.68 -3.88 6.61 0.00
```

Computed properties:
DFT total energy   -5305.07151 hartree
Orbital gap (alpha / beta)   4.89 / 2.02 eV
Spin multiplicity   6
E_HOMO (alpha / beta)   -13.6 / -14.9 eV
Net charge   +3


# 2
This record from OMol25 describes a molecular structure, C43H54N6O3P2S2Si2V at a distorted geometry. The level of theory is ωB97M-V/def2-TZVPD.

The geometry in XYZ format:
```
113
Properties=species:S:1:pos:R:3:lowdin_spin:R:1
V -0.68 0.56 0.64 1.11
C -2.81 -1.22 5.29 0.00
N -1.99 -0.53 4.30 0.00
C -1.57 0.82 4.64 0.00
C -1.70 -1.04 3.12 0.00
O -1.07 -0.37 2.28 0.00
C -2.16 -2.45 2.78 0.00
O -1.62 -2.84 1.54 0.00
C -0.85 -4.02 1.56 0.00
C 0.53 -3.72 2.14 0.00
O 0.63 -2.87 3.02 0.00
N 1.59 -4.41 1.67 0.00
C 2.92 -4.09 2.13 0.00
C 1.50 -5.46 0.66 0.00
H -2.19 -1.52 6.14 0.00
H -3.30 -2.08 4.87 0.00
H -3.57 -0.53 5.64 0.00
H -1.42 0.88 5.72 0.00
H -2.32 1.54 4.30 0.00
H -0.63 1.04 4.15 0.00
H -3.25 -2.46 2.71 0.00
H -1.85 -3.12 3.58 0.00
H -0.82 -4.36 0.53 0.00
H -1.31 -4.81 2.16 0.00
H 2.88 -3.15 2.67 0.00
H 3.59 -3.99 1.28 0.00
H 3.30 -4.88 2.79 0.00
H 0.50 -5.89 0.62 0.00
H 2.18 -6.26 0.93 0.00
H 1.77 -5.08 -0.33 0.00
C 0.66 3.42 3.37 0.00
Si 1.78 2.05 2.73 0.00
C 1.99 0.75 4.10 0.00
C 3.45 2.86 2.44 0.00
N 1.22 1.21 1.31 0.01
P 1.84 1.03 -0.15 -0.01
C 0.63 0.04 -0.81 -0.07
P -0.64 -0.13 -1.92 -0.01
N -1.89 0.06 -0.92 0.02
Si -3.58 -0.38 -1.16 0.00
C -3.78 -1.51 -2.65 0.00
C -4.18 -1.39 0.30 0.00
C -4.72 1.07 -1.49 0.00
C -0.61 1.01 -3.31 0.00
C 0.61 1.22 -3.97 0.00
C 0.67 2.05 -5.07 0.00
C -0.48 2.70 -5.52 0.00
C -1.69 2.49 -4.87 0.00
C -1.75 1.64 -3.77 0.00
C -0.61 -1.77 -2.66 0.00
C -0.76 -2.00 -4.03 0.00
C -0.78 -3.30 -4.52 0.00
C -0.66 -4.37 -3.65 0.00
C -0.49 -4.15 -2.29 0.00
C -0.46 -2.86 -1.80 0.00
C 3.43 0.15 -0.13 0.00
C 3.90 -0.43 1.04 0.00
C 5.10 -1.13 1.05 0.00
C 5.83 -1.26 -0.12 0.00
C 5.35 -0.71 -1.30 0.00
C 4.16 0.00 -1.30 0.00
C 2.21 2.58 -1.01 0.00
C 3.49 3.14 -0.98 0.00
C 3.73 4.37 -1.56 0.00
C 2.69 5.07 -2.18 0.00
C 1.42 4.53 -2.21 0.00
C 1.18 3.29 -1.64 0.00
H 0.96 3.63 4.41 0.00
H -0.40 3.19 3.36 0.00
H 0.80 4.33 2.79 0.00
H 1.72 1.14 5.08 0.00
H 3.03 0.43 4.16 0.00
H 1.39 -0.14 3.89 0.00
H 3.80 3.25 3.40 0.00
H 3.38 3.71 1.75 0.00
H 4.20 2.17 2.06 0.00
H -3.13 -2.39 -2.66 0.00
H -3.66 -0.99 -3.61 0.00
H -4.81 -1.86 -2.61 0.00
H -3.68 -2.36 0.29 0.00
H -5.26 -1.54 0.20 0.00
H -4.00 -0.87 1.24 0.00
H -4.19 1.96 -1.83 0.00
H -5.26 1.36 -0.59 0.00
H -5.44 0.79 -2.26 0.00
H 1.51 0.73 -3.61 0.00
H 1.61 2.22 -5.57 0.00
H -0.43 3.36 -6.37 0.00
H -2.58 3.01 -5.20 0.00
H -2.69 1.50 -3.26 0.00
H -0.87 -1.16 -4.71 0.00
H -0.90 -3.47 -5.58 0.00
H -0.68 -5.39 -4.03 0.00
H -0.39 -5.00 -1.62 0.00
H -0.34 -2.66 -0.74 0.00
H 3.32 -0.34 1.95 0.00
H 5.47 -1.56 1.97 0.00
H 6.77 -1.80 -0.12 0.00
H 5.92 -0.82 -2.22 0.00
H 3.81 0.45 -2.22 0.00
H 4.30 2.61 -0.49 0.00
H 4.72 4.79 -1.53 0.00
H 2.88 6.03 -2.63 0.00
H 0.59 5.06 -2.66 0.00
H 0.17 2.90 -1.65 0.00
S -1.12 2.76 0.71 -0.04
C -2.88 2.84 0.60 0.00
S -3.79 1.81 1.59 0.00
C -3.37 3.76 -0.31 0.00
C -4.76 4.04 -0.44 0.00
N -5.89 4.25 -0.56 0.00
C -2.49 4.38 -1.25 0.00
N -1.79 4.85 -2.03 0.00
```

Computed properties:
DFT total energy   -5227.44263 hartree
Orbital gap (alpha / beta)   6.53 / 7.15 eV
Spin multiplicity   2
E_HOMO (alpha / beta)   -7.0 / -7.0 eV